1.
ORCA calculation (ωB97M-V/def2-TZVPD) on C29H39GeN6RuS as an isolated structure in a non-equilibrium geometry.

Structure (ORCA input):
```
! RIJCOSX wB97M-V def2-TZVPD def2/J DEFGRID3
* xyz 1 1
Ru -0.350 0.230 -0.117
N 0.212 0.098 1.878
C 1.091 1.240 2.275
C 0.757 2.419 1.389
N 0.876 1.912 0.008
H -0.616 0.095 2.465
H 0.707 -0.768 2.075
H 2.117 0.927 2.084
H 0.992 1.461 3.337
H 1.405 3.275 1.582
H -0.282 2.722 1.530
H 1.844 1.657 -0.186
H 0.602 2.617 -0.672
C -5.813 -1.981 0.172
N -4.592 -1.414 -0.370
C -3.484 -2.097 -0.580
N -3.479 -3.405 -0.289
S -2.086 -1.402 -1.295
H -6.563 -1.199 0.212
H -5.656 -2.356 1.186
H -6.187 -2.786 -0.464
H -4.559 -0.423 -0.575
H -4.316 -3.900 -0.027
H -2.669 -3.936 -0.558
C -5.401 1.384 2.213
C -4.246 0.734 2.623
C -3.092 0.782 1.857
C -3.025 1.505 0.655
C -4.224 2.118 0.230
C -5.375 2.061 0.998
N -1.872 1.561 -0.093
C -1.723 2.567 -1.059
C -1.311 2.201 -2.345
C -0.980 3.164 -3.293
C -1.101 4.509 -2.986
C -1.547 4.884 -1.722
C -1.846 3.930 -0.764
H -6.297 1.361 2.818
H -4.239 0.174 3.550
H -2.242 0.201 2.183
H -4.248 2.646 -0.714
H -6.268 2.558 0.637
H -1.289 1.147 -2.609
H -0.656 2.855 -4.279
H -0.863 5.262 -3.725
H -1.648 5.933 -1.475
H -2.168 4.234 0.225
N 8.861 3.078 0.242
C 7.893 2.466 0.156
C 6.679 1.705 0.049
C 6.211 1.311 -1.203
C 5.042 0.582 -1.301
C 4.323 0.235 -0.152
C 4.807 0.627 1.098
C 5.976 1.358 1.200
C 3.113 -0.521 -0.288
C 2.068 -1.120 -0.407
H 6.765 1.580 -2.092
H 4.672 0.277 -2.271
H 4.283 0.340 2.000
H 6.354 1.658 2.168
C 0.362 -5.187 -0.732
Ge 1.836 -3.938 -0.447
C 3.220 -4.070 -1.807
C 2.569 -4.057 1.356
C 1.020 -2.110 -0.615
H 0.707 -6.217 -0.655
H -0.066 -5.040 -1.725
H -0.413 -5.030 0.020
H 3.643 -5.074 -1.819
H 4.023 -3.363 -1.598
H 2.814 -3.858 -2.797
H 3.063 -5.016 1.511
H 1.782 -3.960 2.106
H 3.305 -3.267 1.511
H 0.211 -2.100 0.120
H 0.585 -2.049 -1.611
*
```

The energy above the lowest of the compared OMol25 structures with the same formula, charge and spin comes out at 213.45 kJ/mol. For the gap between HOMO and LUMO (alpha / beta), the calculation gives 6.7350 / 6.7356 eV. The molar mass is 677.42 u. The energy comes out at -4026.7369 a.u.

2.
ORCA calculation (ωB97M-V/def2-TZVPD) on one molecule with the formula C11H18O in a non-equilibrium geometry.

Structure (ORCA input):
```
! RIJCOSX wB97M-V def2-TZVPD def2/J DEFGRID3
* xyz 0 1
C 1.901 -0.864 -1.532
C 1.630 0.580 -1.116
C 2.971 1.140 -0.581
C 0.391 0.714 -0.185
C -0.994 0.813 -0.852
C -1.817 -0.302 -0.191
C -3.336 -0.051 -0.278
O -3.962 -0.103 -1.330
C -1.272 -0.465 1.263
C -1.441 -1.928 1.742
C 0.220 -0.040 1.123
C 0.533 1.460 1.153
H 0.930 -1.363 -1.718
H 2.431 -0.873 -2.465
H 2.506 -1.391 -0.789
H 1.336 1.169 -2.014
H 2.850 2.201 -0.373
H 3.805 1.046 -1.302
H 3.212 0.644 0.341
H -1.422 1.821 -0.656
H -0.941 0.635 -1.915
H -1.557 -1.228 -0.735
H -3.957 -0.035 0.615
H -1.805 0.214 1.905
H -2.490 -2.217 1.688
H -1.103 -2.011 2.773
H -0.898 -2.653 1.128
H 1.018 -0.798 1.324
H 1.502 1.735 1.559
H -0.243 2.149 1.417
*
```

The energy above the lowest of the compared OMol25 structures with the same formula, charge and spin comes out at 134.37 kJ/mol. For the gap between HOMO and LUMO, the calculation gives 10.4059 eV. The molar mass is 166.26 u. As for the SMILES: CC(C)[C@@]12C[C@H](C=O)[C@@H](C)[C@@H]1C2. The energy comes out at -505.1295 a.u.

3.
ORCA calculation (ωB97M-V/def2-TZVPD) on a 2-piece molecular cluster, C8H12NO4 overall in a non-equilibrium geometry.

Structure (ORCA input):
```
! RIJCOSX wB97M-V def2-TZVPD def2/J DEFGRID3
* xyz 1 1
C 0.854 -2.551 0.937
C 1.786 -0.729 -2.089
C -0.258 -1.749 0.361
C 0.635 -0.313 -2.076
C -1.500 0.088 -0.420
C 0.946 0.356 0.549
C -2.766 2.104 -0.599
C 2.155 2.270 0.121
N -0.201 -0.436 0.174
O -2.335 -0.618 -0.861
O 1.770 -0.103 1.309
O -1.505 1.375 -0.192
O 1.005 1.491 -0.097
H 0.699 -3.644 0.873
H 0.903 -2.031 2.018
H 2.830 -0.605 -2.052
H 1.757 -2.280 0.441
H -1.130 -2.336 0.083
H -0.379 -0.489 -2.302
H -3.139 1.796 -1.564
H -2.430 3.145 -0.861
H -3.403 1.941 0.237
H 2.351 2.580 1.201
H 1.947 3.277 -0.234
H 2.995 1.571 -0.312
*
```

The energy above the lowest of the compared OMol25 structures with the same formula, charge and spin comes out at 366.83 kJ/mol. For the gap between HOMO and LUMO, the calculation gives 9.1315 eV. The molar mass is 186.19 u. The energy comes out at -667.3368 a.u.

4.
ORCA calculation (ωB97M-V/def2-TZVPD) on Br4Ca as an isolated structure.

Structure (ORCA input):
```
! RIJCOSX wB97M-V def2-TZVPD def2/J DEFGRID3
* xyz -1 2
Ca 0.507 -0.186 -0.115
Br 0.916 0.138 2.756
Br 0.291 -2.531 -1.708
Br -2.398 0.249 0.231
Br 0.684 2.331 -1.164
*
```

For the gap between HOMO and LUMO (alpha / beta), the calculation gives 8.7288 / 4.2058 eV. The molar mass is 359.69 u. The energy comes out at -10973.9370 a.u.